ORCA calculation (wB97M-V/def2-TZVPD) on 4 unconnected molecules or ions with the total composition C19H50NO3P3S at a distorted geometry.

Positions of all 77 atoms, in Å:
S -1.81317 -2.05313 0.69248
P 0.36892 -3.45036 2.68514
P -2.20787 -0.73335 3.69713
P -0.46177 -1.41678 2.43681
O 3.83019 -0.13725 -2.09759
O 1.52319 4.49112 0.88559
O -3.72277 0.01336 -2.96331
N 2.70182 0.69894 3.83017
C -4.55045 0.14785 -1.82347
C 4.90505 1.29249 -3.78764
C -2.90158 0.66476 2.71894
C -5.54598 -0.22695 -4.60038
C 2.35610 5.23320 0.01630
C -4.88536 -1.16831 -1.14248
C 2.12706 -0.32965 3.34286
C 0.08507 -4.48604 1.20091
C 3.08475 2.61284 1.21019
C -3.42767 -2.08733 3.48894
C 0.75570 -0.76351 3.80384
C -0.51552 -4.22351 4.10341
C 1.65745 -0.30073 -3.24658
C 2.16303 4.90609 -1.45541
C -4.25050 -0.76752 -4.01870
C 2.87231 -1.07247 2.26553
C 2.53325 0.41147 -2.22979
C 4.63176 -0.10738 -3.26310
C 1.69088 3.08516 0.83854
H 2.59249 1.48407 -2.45157
H 1.40042 2.69744 -0.14652
H 1.11301 5.00424 -1.73432
H -5.51544 -1.80412 -1.76701
H 4.19366 -0.73301 -4.04943
H -4.07711 -1.92676 2.63256
H 3.37521 3.00607 2.18271
H -3.47644 -0.76497 -4.78606
H -6.36824 -0.27737 -3.88508
H -3.98332 0.78072 -1.13843
H -0.71937 -5.20846 1.32702
H 0.23726 -4.50256 4.83590
H 5.32300 1.91953 -2.99893
H 1.61456 -1.36867 -3.02972
H -1.21208 -3.55279 4.59833
H 3.40861 5.11538 0.29789
H -1.05117 -5.12122 3.80619
H 0.82005 -1.52817 4.58161
H 2.91003 -2.13377 2.48703
H 0.64524 0.10349 -3.21654
H -3.97442 -1.72049 -0.91439
H 5.61533 1.24909 -4.61361
H -3.34476 1.36658 3.41711
H 3.83067 2.93481 0.47940
H 2.12218 1.12329 4.55314
H -3.63121 0.31602 1.99201
H 2.40205 -0.91828 1.29557
H -5.83338 -0.81058 -5.47525
H 1.00777 -5.04464 1.05252
H 5.57078 -0.57808 -2.97222
H -0.08591 -3.88035 0.31921
H 2.48061 3.88885 -1.69153
H -4.37778 -1.80873 -3.70079
H -4.00332 -2.17649 4.40710
H 3.11556 1.52779 1.25800
H -5.42493 -0.98090 -0.21285
H -2.91828 -3.03196 3.31680
H 0.97306 2.68506 1.55730
H -5.42440 0.81491 -4.89915
H 2.09531 6.27628 0.19640
H 3.99905 1.77598 -4.15633
H -5.46603 0.69696 -2.07323
H 2.75331 5.58707 -2.06939
H 2.08011 0.32164 -1.24106
H 0.26518 0.09849 4.25597
H 3.88458 -0.68231 2.24276
H -2.10299 1.17378 2.18314
H 2.03156 -0.18007 -4.26444
H 0.18492 -0.57297 1.51417
H -2.05886 -0.87289 0.10967

As for the frontier orbital gap: 8.41 eV. Its LUMO energy is 0.5 eV. The SMILES is [H]/N=C(/C)C[PH](S)(P(C)C)P(C)C.CCOCC.CCOCC.CCOCC. As for the HOMO energy: -0.28969 Eh.